{"formula": "C27H26FeNP", "method": "the ωB97M-V functional and the def2-TZVPD basis", "multiplicity": 2, "charge": 1, "relative_energy_ev": 0.759, "total_energy_ha": -2703.964018, "homo_ev": [-11.38, -11.39], "lumo_ev": [-3.74, -3.07], "elements": ["Fe", "C", "N", "C", "C", "C", "C", "C", "C", "C", "C", "H", "H", "H", "H", "H", "H", "H", "H", "H", "H", "H", "H", "C", "C", "C", "C", "C", "C", "P", "C", "C", "C", "C", "C", "C", "C", "C", "C", "C", "C", "C", "H", "H", "H", "H", "H", "H", "H", "H", "H", "H", "H", "H", "H", "H"], "coordinates": [[-0.1392, -0.3349, 0.9946], [-1.7569, 0.0828, 3.4633], [-0.9477, -0.9226, 2.7503], [-1.8471, -2.0095, 2.2968], [0.1281, -1.5003, 3.5834], [1.2554, -1.9143, 2.6991], [2.1153, -2.9636, 3.0034], [3.2131, -3.2070, 2.1954], [3.4685, -2.3873, 1.0991], [2.6032, -1.3515, 0.7761], [1.4707, -1.1317, 1.5652], [-2.3634, -0.3936, 4.2374], [-2.4192, 0.5871, 2.7591], [-1.1042, 0.8217, 3.9244], [-2.4594, -2.3599, 3.1345], [-1.2452, -2.8315, 1.9267], [-2.5077, -1.6564, 1.5080], [-0.2539, -2.3156, 4.2046], [0.4780, -0.7164, 4.2575], [1.9344, -3.5777, 3.8787], [3.8777, -4.0296, 2.4240], [4.3453, -2.5608, 0.4885], [2.8244, -0.7200, -0.0710], [-3.2124, 3.1068, 0.5418], [-1.9338, 3.6566, 0.6404], [-0.8377, 2.9478, 0.1892], [-0.9992, 1.6804, -0.3934], [-2.2807, 1.1318, -0.4745], [-3.3831, 1.8502, -0.0066], [0.5353, 0.8194, -0.9376], [1.2935, 1.8910, -2.1639], [2.6157, 2.3026, -2.0257], [3.1924, 3.1068, -3.0008], [2.4514, 3.4828, -4.1103], [1.1270, 3.0770, -4.2448], [0.5409, 2.2879, -3.2704], [-0.0792, -0.6862, -1.6540], [-0.1172, -1.1585, -2.9559], [-0.6989, -2.4003, -3.1851], [-1.2340, -3.1219, -2.1276], [-1.1722, -2.6471, -0.8141], [-0.5464, -1.4338, -0.5721], [-4.0703, 3.6689, 0.8877], [-1.7989, 4.6418, 1.0676], [0.1530, 3.3829, 0.2689], [-2.4332, 0.1694, -0.9448], [-4.3748, 1.4255, -0.0972], [3.1933, 2.0008, -1.1603], [4.2162, 3.4384, -2.8909], [2.9041, 4.0984, -4.8768], [0.5511, 3.3798, -5.1096], [-0.4966, 1.9877, -3.3633], [0.2837, -0.5718, -3.7749], [-0.7500, -2.7966, -4.1905], [-1.7062, -4.0774, -2.3189], [-1.6029, -3.2484, -0.0307]], "forces_ev_per_a": [[0.840, 0.877, 0.228], [0.147, 0.150, -0.004], [-0.698, -0.384, -0.535], [-0.161, -0.111, 0.376], [-0.041, 0.043, 0.373], [0.309, -0.112, -0.021], [0.006, 0.066, 0.185], [-0.015, 0.062, -0.072], [0.079, 0.121, 0.012], [0.072, -0.269, 0.328], [-0.121, -0.232, -0.461], [0.040, 0.006, 0.050], [-0.027, -0.035, -0.025], [0.000, 0.027, -0.025], [0.039, -0.016, 0.008], [0.041, -0.058, -0.031], [-0.024, 0.045, -0.024], [-0.066, 0.005, -0.020], [-0.005, -0.011, 0.040], [0.004, -0.007, -0.029], [0.003, 0.011, -0.012], [0.000, -0.021, 0.010], [-0.085, -0.055, -0.149], [0.047, 0.072, 0.038], [-0.046, -0.017, 0.041], [-0.009, -0.047, 0.060], [0.029, 0.141, -0.214], [-0.089, 0.041, 0.006], [0.079, -0.114, 0.000], [-0.668, 0.111, 0.244], [0.248, 0.051, 0.125], [0.019, 0.021, -0.040], [-0.035, -0.031, 0.026], [-0.032, -0.005, -0.011], [0.021, 0.010, -0.005], [0.018, 0.020, -0.014], [0.049, -0.419, -0.498], [-0.163, 0.098, -0.044], [-0.025, -0.010, 0.021], [-0.042, 0.011, 0.063], [0.217, 0.041, -0.273], [-0.038, 0.100, 0.200], [0.020, -0.007, 0.002], [-0.006, -0.015, -0.003], [-0.006, 0.002, -0.028], [-0.004, 0.002, -0.026], [0.020, -0.002, 0.001], [-0.009, -0.005, -0.001], [-0.003, -0.023, -0.012], [-0.012, 0.006, 0.019], [0.012, 0.005, 0.016], [0.019, -0.009, -0.001], [0.009, -0.028, 0.028], [0.024, -0.016, 0.017], [0.005, 0.008, -0.009], [0.015, -0.094, 0.069]]}